1.
The following is a DFT calculation (the ωB97M-V functional and the def2-TZVPD basis) of a cluster of 3 separate species, C8H20NO2S in total.

Positions of all 32 atoms, in Å:
H1 -3.13071 3.65543 -1.67092
H2 -1.85608 -2.61810 1.62881
C1 -1.96360 -2.73243 0.54896
H3 -2.07531 -3.79688 0.32431
H4 4.98845 2.81642 2.53293
H5 -3.36671 2.07067 -2.42520
H6 0.70511 -2.71182 1.29645
C2 -3.17061 2.58250 -1.47956
O1 -0.95781 -2.26953 -1.60199
H7 0.51311 -3.89709 -0.00533
H8 -0.80205 1.83605 -2.72571
C3 -1.87391 2.08225 -0.86440
O2 -1.96710 0.68342 -0.58352
C4 3.40907 0.48478 1.80408
H9 -0.57445 3.42229 -1.97194
C5 0.52982 -2.82875 0.22349
H10 -1.71774 2.57038 0.09930
H11 1.19471 0.18746 1.48267
S1 5.29184 1.72716 3.28237
C6 2.24922 0.33246 1.57547
H12 -0.70541 -1.08661 0.00834
H13 -1.02816 -3.20476 -1.81933
H14 -2.88150 -2.23432 0.23817
H15 5.34783 0.49941 1.25534
N1 4.78419 0.46137 2.11141
H16 0.24011 1.99088 -1.31658
H17 -2.10707 0.21784 -1.41765
H18 5.01661 -0.42513 2.57246
C7 -0.76979 -2.15285 -0.19212
H19 -4.01172 2.37813 -0.81721
H20 1.37295 -2.39629 -0.32118
C8 -0.68330 2.35564 -1.77195

## Properties
Energy (a.u.): -919.83310
Gap between HOMO and LUMO (eV): 7.26
Relative energy (zero: lowest compared OMol25 entry of this formula, charge and spin) (kcal per mole): 0.0
Net charge: +1

2.
The following is a DFT calculation (the ωB97M-V functional and the def2-TZVPD basis) of the molecule C19H20N8O3 in a non-equilibrium geometry.

Positions of all 50 atoms, in Å:
H1 -0.48005 4.91864 2.30650
N1 2.66230 -2.89210 1.19404
N2 2.94931 -1.73028 3.63639
C1 -0.07249 4.01490 2.70966
C2 2.55103 -0.92457 2.60817
C3 -4.20219 2.22752 -2.04930
C4 2.70823 0.25115 4.58723
H2 -0.61924 3.14477 2.33396
C5 1.51904 -1.38136 -0.98084
H3 1.63393 0.00213 0.52166
H4 1.57195 3.85132 1.32158
H5 2.65490 1.04401 5.32410
H6 3.08520 -2.76255 -1.30066
N3 1.99899 -0.91332 0.23711
C6 -1.50315 -0.70306 -3.11832
C7 1.89275 1.60278 2.50634
C8 1.73361 -2.74903 -2.99714
H7 -5.09934 2.71210 -1.65735
C9 0.54239 -2.13226 -3.46676
C10 -4.53533 0.93572 -2.83637
H8 3.49922 -1.45307 5.72985
H9 -3.68010 2.96180 -2.63849
C11 2.47634 -1.62117 1.32611
N4 3.22378 -3.03963 3.49437
H10 -0.20805 -0.08444 -0.87109
O1 1.37767 1.45877 1.39156
C12 1.39735 3.87670 2.39237
C13 0.32978 -0.78997 -1.47069
N5 -3.32894 0.20235 -3.22218
C14 -0.18647 -1.19129 -2.71414
C15 -5.49389 0.05002 -2.02080
H11 1.87252 4.81780 2.67815
H12 0.16673 -2.44374 -4.43200
N6 -2.21300 0.18141 -2.45181
H13 -5.01929 -0.24689 -1.06508
H14 -0.23093 4.00856 3.79774
H15 -6.42649 0.59460 -1.81572
O2 1.96458 2.79708 3.17130
N7 -2.13154 -1.12187 -4.30992
H16 2.94711 -4.26334 -3.04108
H17 -3.59736 1.97927 -1.19412
H18 3.29484 -4.62942 2.20845
C16 3.09000 -3.59168 2.31046
H19 -5.75977 -0.83081 -2.63716
C17 2.18883 -2.35393 -1.72855
O3 2.37094 -3.75126 -3.65965
C18 2.33541 0.33683 3.18319
H20 -5.10256 1.21407 -3.73752
C19 3.11701 -1.05020 4.81267
N8 -3.26554 -0.53304 -4.36623

## Properties
Energy (a.u.): -1399.76210
Gap between HOMO and LUMO (eV): 8.25
SMILES: CCOC(=O)c1ccn2ncnc(Nc3cc(O)cc(-c4nnn(C(C)C)n4)c3)c12
Relative energy (zero: lowest compared OMol25 entry of this formula, charge and spin) (kcal per mole): 76.4

3.
The following is a DFT calculation (the ωB97M-V functional and the def2-TZVPD basis) of the molecule CHBrClNO2 in a non-equilibrium geometry.

Positions of all 7 atoms, in Å:
C1 0.10016 0.28041 0.49820
O1 -0.60141 0.36926 -1.71163
Cl1 1.53746 -0.12690 1.29246
N1 -0.02572 -0.26840 -0.83657
H1 -0.12303 1.38841 0.25495
Br1 -1.50681 -0.38098 1.57755
O2 0.61935 -1.26180 -1.07496

## Properties
Energy (a.u.): -3278.02000
Gap between HOMO and LUMO (eV): 10.08
SMILES: O=[N+]([O-])[C@H](Cl)Br
Relative energy (zero: lowest compared OMol25 entry of this formula, charge and spin) (kcal per mole): 3.0

no.,E_HOMO (eV)
1,-12.25
2,-8.07
3,-11.28